{
  "formula": "C31H56ClF9N3O9PS",
  "method": "the ωB97M-V functional and the def2-TZVPD basis",
  "elements": ["C", "C", "C", "C", "C", "C", "C", "C", "C", "O", "Cl", "C", "P", "O", "O", "C", "O", "O", "C", "C", "C", "C", "C", "C", "F", "F", "C", "F", "F", "S", "F", "F", "F", "F", "F", "C", "C", "O", "C", "C", "H", "H", "H", "H", "H", "H", "H", "H", "H", "H", "H", "H", "H", "H", "H", "H", "H", "H", "H", "H", "H", "H", "H", "H", "H", "H", "H", "H", "H", "H", "H", "H", "H", "H", "H", "C", "C", "O", "N", "C", "H", "H", "H", "H", "H", "H", "H", "C", "C", "O", "N", "C", "H", "H", "H", "H", "H", "H", "H", "C", "C", "O", "N", "C", "H", "H", "H", "H", "H", "H", "H"],
  "xyz": [[1.8204, -3.6244, 0.8412], [2.9398, -2.7547, 0.2239], [2.8694, -2.6837, -1.3426], [2.2501, -1.3194, -1.8516], [3.1570, -0.6146, -2.8930], [3.0824, 0.9525, -2.8990], [3.7257, 1.6729, -1.6833], [4.4108, 0.8265, -0.5685], [5.6729, 0.0396, -0.9604], [6.1247, -0.6810, -0.1808], [6.5264, 0.1853, -2.5230], [4.7420, 2.8277, -1.9021], [4.9324, 3.5419, -3.6415], [5.9553, 2.5078, -4.4882], [5.8048, 4.9294, -3.3319], [4.4673, 3.9013, -0.7889], [5.0962, 4.8278, -0.5262], [3.3160, 3.4869, -0.1872], [2.5898, 2.5919, -1.0535], [1.3875, 1.8704, -0.3885], [1.6725, 1.2978, 1.0211], [0.3146, 1.2717, 1.8272], [0.2139, 0.1123, 2.8517], [-1.0702, -0.7171, 2.9274], [-0.7393, -2.0252, 2.8027], [-1.5182, -0.6307, 4.2288], [-2.3001, -0.3109, 2.0705], [-2.5951, 0.9692, 2.1664], [-3.3552, -0.9159, 2.6463], [-2.3310, -0.8971, 0.2862], [-0.7557, -1.0498, 0.2042], [-2.5348, -2.4189, 0.7352], [-3.9398, -0.7760, 0.3011], [-2.3141, 0.5857, -0.3022], [-2.3899, -1.4178, -1.2304], [1.8731, 3.5934, -2.0447], [1.5691, 4.9819, -1.4684], [0.8389, 4.9531, -0.2603], [0.1690, 6.1638, 0.0171], [-1.0730, 5.7911, 0.8721], [1.8135, -3.5828, 1.9432], [2.0304, -4.6752, 0.5727], [0.8080, -3.3826, 0.4824], [2.8965, -1.7599, 0.6978], [3.9088, -3.1873, 0.5261], [2.2026, -3.5050, -1.6404], [3.9043, -2.7991, -1.6919], [1.2770, -1.5986, -2.2924], [2.0271, -0.7355, -0.9507], [2.7558, -0.9045, -3.8820], [4.1820, -1.0043, -2.8728], [3.5280, 1.2415, -3.8675], [2.0084, 1.1681, -3.0185], [3.7431, 0.0877, -0.1087], [4.7153, 1.4849, 0.2611], [5.8107, 2.6187, -1.6780], [6.5112, 3.0886, -5.0346], [6.0556, 5.3118, -4.1870], [0.5386, 2.5613, -0.2707], [1.0294, 1.1145, -1.1069], [2.3461, 1.9717, 1.5714], [2.0339, 0.2600, 1.0346], [0.3083, 2.2175, 2.3969], [-0.5004, 1.3589, 1.0983], [1.0483, -0.5852, 2.6602], [0.4313, 0.5296, 3.8479], [0.8944, 3.1414, -2.2941], [2.3801, 3.7349, -3.0148], [0.9833, 5.5257, -2.2396], [2.5118, 5.5611, -1.3780], [-0.1140, 6.7404, -0.8810], [0.7921, 6.8443, 0.6344], [-1.6155, 6.6709, 1.2335], [-1.6825, 5.1156, 0.2514], [-0.6818, 5.1645, 1.6908], [-4.7275, -5.1470, -5.1987], [-3.4080, -4.4365, -5.0212], [-2.4235, -4.7183, -5.6847], [-3.3434, -3.4524, -4.0817], [-4.3972, -2.9809, -3.2046], [-4.6239, -5.8987, -5.9764], [-5.0177, -5.6429, -4.2707], [-5.5005, -4.4381, -5.4994], [-2.4351, -3.0193, -4.0140], [-4.5591, -1.9172, -3.3894], [-4.0762, -3.1161, -2.1719], [-5.3271, -3.5179, -3.3653], [-1.9516, 1.7345, 5.9673], [-0.6260, 2.4384, 6.1122], [0.3418, 2.1500, 5.4182], [-0.5266, 3.4176, 7.0458], [-1.5518, 3.8966, 7.9535], [-1.8718, 0.9861, 5.1887], [-2.2188, 1.2384, 6.9019], [-2.7270, 2.4500, 5.6872], [0.3867, 3.8441, 7.0870], [-1.7136, 4.9609, 7.7742], [-1.2072, 3.7598, 8.9799], [-2.4882, 3.3656, 7.8179], [-5.6503, -7.5555, 0.4883], [-6.4039, -6.4666, -0.2353], [-7.4852, -6.6665, -0.7643], [-5.8344, -5.2307, -0.2836], [-4.5674, -4.8028, 0.2795], [-6.2257, -8.4759, 0.4421], [-4.6827, -7.7245, 0.0131], [-5.5088, -7.2844, 1.5357], [-6.3900, -4.5518, -0.7809], [-4.7541, -3.9925, 0.9863], [-3.9341, -4.4311, -0.5265], [-4.0568, -5.6129, 0.7901]],
  "smiles": "CCCCCC[C@@]1(CC(=O)Cl)[C@@H](P(O)O)C(=O)O[C@@]1(CCCCC(F)(F)C(F)(F)S(F)(F)(F)(F)F)CCOCC.CNC(C)=O.CNC(C)=O.CNC(C)=O",
  "spin_multiplicity": 1,
  "lumo_ha": -0.00083,
  "energy_ev": -113055.82699,
  "gap_ev": 8.5,
  "e_homo_ev": -8.49,
  "fmax_ev_per_a": 5.66
}

***

{
  "formula": "C31H56N2O21",
  "method": "the ωB97M-V functional and the def2-TZVPD basis",
  "elements": ["C", "C", "C", "O", "C", "O", "O", "H", "H", "H", "H", "H", "H", "C", "C", "C", "O", "C", "O", "O", "H", "H", "H", "H", "H", "H", "C", "O", "C", "O", "O", "C", "H", "H", "H", "H", "H", "H", "C", "O", "C", "O", "O", "C", "H", "H", "H", "H", "H", "H", "C", "O", "C", "O", "O", "C", "H", "H", "H", "H", "H", "H", "C", "O", "C", "O", "O", "C", "H", "H", "H", "H", "H", "H", "C", "O", "C", "O", "O", "C", "H", "H", "H", "H", "H", "H", "C", "C", "C", "C", "N", "H", "H", "H", "H", "H", "H", "H", "C", "C", "C", "C", "N", "H", "H", "H", "H", "H", "H", "H"],
  "xyz": [[5.1285, -0.0432, 4.1579], [5.0985, 1.4662, 4.3996], [4.2317, 2.3931, 3.3901], [3.2588, 2.8908, 4.3646], [3.3882, 2.3097, 5.5863], [2.5446, 2.4780, 6.4816], [4.5643, 1.6944, 5.6799], [4.1705, -0.4459, 4.3193], [5.8207, -0.5110, 4.8721], [5.6490, -0.3417, 3.2327], [6.0987, 1.8041, 4.4241], [3.7940, 1.8129, 2.6254], [4.7899, 3.2159, 2.9067], [1.7278, -3.7835, -2.7546], [2.0851, -2.3733, -3.2446], [0.9343, -1.8418, -4.1008], [0.4323, -0.6917, -3.3863], [1.1125, -0.5002, -2.2725], [0.9093, 0.4121, -1.5099], [2.0012, -1.4342, -2.1221], [1.7388, -4.6307, -3.4467], [0.8459, -3.7654, -2.1211], [2.5451, -3.9391, -2.0637], [2.9883, -2.3675, -3.7577], [0.1414, -2.5645, -4.1533], [1.2946, -1.5397, -5.0221], [-6.7519, 0.2418, -2.3348], [-5.6914, 1.1463, -2.5814], [-4.3953, 0.7575, -2.5099], [-3.9883, -0.5347, -2.1006], [-3.5219, 1.7746, -2.6204], [-2.1827, 1.6091, -2.3256], [-6.8887, -0.3289, -3.2429], [-7.6315, 0.7987, -2.1476], [-6.7686, -0.4561, -1.4862], [-1.9839, 1.3027, -1.3136], [-1.5365, 2.4391, -2.5487], [-1.8548, 0.7585, -2.9538], [-7.7132, 3.1539, -0.0488], [-6.3551, 3.1537, 0.3349], [-5.7157, 2.0613, 0.7542], [-6.3551, 0.8362, 1.0980], [-4.3617, 2.2386, 0.8065], [-3.5522, 1.1277, 1.1850], [-8.2453, 4.0696, -0.0306], [-8.2369, 2.3807, 0.4970], [-7.7292, 2.8519, -1.0713], [-3.6366, 0.4153, 0.3964], [-3.9357, 0.7241, 2.1011], [-2.5014, 1.4479, 1.3162], [-0.2882, 2.7746, 0.5057], [0.5278, 3.0905, -0.6142], [1.8643, 3.1157, -0.3817], [2.4049, 2.7772, 0.8761], [2.6496, 3.4064, -1.4346], [4.0252, 3.6488, -1.1958], [-0.0900, 3.4483, 1.3065], [-0.1004, 1.6723, 0.7441], [-1.3778, 2.9701, 0.2522], [4.4881, 3.1593, -0.3595], [3.8884, 4.6883, -0.9860], [4.6668, 3.6595, -2.0704], [0.2023, 0.9225, 4.1729], [-0.7893, 1.4363, 5.1362], [-1.6841, 2.3676, 4.6838], [-1.5948, 2.9715, 3.4127], [-2.5910, 2.7813, 5.5990], [-3.6223, 3.7629, 5.2527], [-0.3091, 0.3093, 3.4389], [0.7684, 0.1259, 4.5772], [0.8273, 1.6152, 3.6305], [-4.2061, 3.5687, 4.2931], [-2.9976, 4.6512, 5.1139], [-4.2839, 3.9226, 6.1358], [-1.7486, -2.3190, -0.8355], [-0.4206, -2.5824, -0.3529], [-0.0064, -1.8308, 0.6045], [-0.7648, -0.7304, 1.1598], [1.2490, -2.1267, 1.0272], [1.8686, -1.1268, 1.7718], [-2.0524, -3.0854, -1.5422], [-1.7864, -1.3642, -1.3797], [-2.5048, -2.3515, -0.0464], [1.2332, -1.0705, 2.6757], [1.9117, -0.1792, 1.2365], [2.9285, -1.2988, 1.9881], [4.4983, -3.4263, 0.8711], [5.9627, -3.0962, 1.2349], [6.8928, -3.1854, 0.0111], [7.3777, -4.5572, -0.2876], [7.7405, -5.6122, -0.4735], [3.9381, -3.4304, 1.8332], [4.5175, -4.4861, 0.6558], [4.0353, -2.7908, 0.1280], [6.4123, -3.7917, 1.9863], [6.0937, -2.0478, 1.6498], [7.7800, -2.5562, 0.1164], [6.3569, -2.8686, -0.9072], [-1.8539, -1.6932, -6.2135], [-2.6434, -1.6690, -4.8573], [-3.2272, -3.0102, -4.4313], [-2.2192, -3.9735, -4.0285], [-1.4174, -4.7246, -3.6779], [-0.8914, -2.1191, -6.1470], [-1.6059, -0.7159, -6.5213], [-2.4864, -2.1117, -7.0130], [-3.5191, -1.0693, -4.9731], [-2.0083, -1.2366, -4.1104], [-3.8352, -3.4838, -5.2668], [-3.9445, -2.7975, -3.6324]],
  "smiles": "C[C@H]1COC(=O)O1.C[C@H]1COC(=O)O1.COC(=O)OC.COC(=O)OC.COC(=O)OC.COC(=O)OC.COC(=O)OC.CCCC#N.CCCC#N",
  "relative_energy_kcal_mol": 20.90,
  "spin_multiplicity": 1,
  "lumo_ha": 0.00484,
  "energy_ev": -79023.90685,
  "gap_ev": 9.9,
  "e_homo_ev": -9.76,
  "fmax_ev_per_a": 8.66
}

***

{
  "formula": "C31H56N4O9",
  "method": "the ωB97M-V functional and the def2-TZVPD basis",
  "elements": ["N", "C", "O", "C", "C", "C", "C", "C", "C", "C", "C", "C", "O", "C", "C", "C", "O", "H", "H", "H", "H", "H", "H", "H", "H", "H", "H", "H", "C", "O", "C", "C", "N", "C", "C", "O", "C", "H", "H", "H", "H", "H", "H", "H", "H", "H", "H", "H", "H", "H", "H", "H", "C", "O", "C", "C", "N", "C", "C", "O", "C", "H", "H", "H", "H", "H", "H", "H", "H", "H", "H", "H", "H", "H", "H", "H", "C", "O", "C", "C", "N", "C", "C", "O", "C", "H", "H", "H", "H", "H", "H", "H", "H", "H", "H", "H", "H", "H", "H", "H"],
  "xyz": [[5.2564, -0.8544, -1.9966], [4.4530, 0.1697, -2.5228], [3.8188, 0.0107, -3.5465], [4.4268, 1.4807, -1.7392], [3.0160, 2.1247, -1.7682], [2.1495, 1.3563, -0.7731], [2.2761, 1.6574, 0.5683], [1.5314, 0.9707, 1.4958], [0.6711, -0.0009, 1.0577], [0.5310, -0.2960, -0.2881], [1.2758, 0.3908, -1.2152], [-0.4430, -1.3857, -0.6766], [-1.1238, -1.2959, -1.6693], [-0.4846, -2.5485, 0.3294], [-0.3404, -2.2544, 1.6099], [-0.1413, -0.8196, 2.0341], [-0.6163, -0.3756, 3.0586], [4.7974, -1.7474, -2.1516], [5.3262, -0.7452, -0.9894], [5.2073, 2.1863, -2.0383], [4.6190, 1.2409, -0.6839], [2.5674, 1.9424, -2.7494], [3.0615, 3.1900, -1.5421], [2.9779, 2.4313, 0.8648], [1.6344, 1.1691, 2.5576], [1.2072, 0.1607, -2.2743], [-0.6166, -3.5602, -0.0421], [-0.3241, -3.0350, 2.3676], [-8.6947, -3.2782, -1.3908], [-7.8012, -2.9691, -2.4431], [-7.4085, -1.6007, -2.4836], [-5.9468, -1.4420, -2.1107], [-5.7279, -1.7171, -0.6951], [-4.3197, -1.8451, -0.3210], [-3.5111, -2.9820, -0.9425], [-3.9096, -4.2779, -0.5215], [-4.9939, -4.8390, -1.2388], [-9.0608, -4.2914, -1.5512], [-8.1969, -3.2422, -0.4162], [-9.5512, -2.5973, -1.3868], [-8.0500, -0.9762, -1.8554], [-7.5356, -1.2703, -3.5186], [-5.6303, -0.4180, -2.3291], [-5.3691, -2.1226, -2.7488], [-6.2005, -2.5769, -0.4507], [-4.2980, -1.9813, 0.7641], [-3.8147, -0.8969, -0.5308], [-2.4887, -2.8440, -0.6146], [-3.4686, -2.9273, -2.0358], [-5.0072, -4.5191, -2.2833], [-5.9456, -4.5952, -0.7595], [-4.8863, -5.9241, -1.2105], [-1.5767, -4.8123, 9.4636], [-2.3250, -4.4769, 8.3108], [-2.9993, -3.2258, 8.4043], [-2.3840, -2.2043, 7.4671], [-1.0570, -1.8011, 7.9193], [-0.2979, -1.0292, 6.9355], [0.0629, -1.7071, 5.6154], [0.9963, -2.7721, 5.7429], [0.4363, -4.0274, 6.0831], [-1.2484, -5.8456, 9.3589], [-0.6901, -4.1780, 9.5668], [-2.1873, -4.7332, 10.3680], [-3.0274, -2.8564, 9.4333], [-4.0312, -3.4032, 8.0877], [-3.0301, -1.3227, 7.4236], [-2.3508, -2.6543, 6.4668], [-0.5245, -2.6282, 8.1530], [0.6369, -0.7391, 7.4228], [-0.8423, -0.1045, 6.7207], [0.5586, -0.9585, 4.9989], [-0.8166, -2.0277, 5.0494], [-0.5676, -4.1571, 5.6708], [0.4163, -4.1644, 7.1674], [1.0829, -4.8037, 5.6715], [4.2137, 2.8381, -5.6964], [4.7824, 3.6249, -4.6613], [6.0921, 4.1004, -4.9518], [6.0898, 5.6029, -5.1599], [5.4158, 5.9641, -6.4014], [5.1382, 7.3927, -6.5400], [4.1973, 8.0423, -5.5259], [2.8524, 7.6066, -5.6156], [2.5572, 6.4084, -4.9200], [3.3012, 2.3876, -5.3100], [3.9557, 3.4490, -6.5678], [4.8919, 2.0357, -5.9984], [6.5324, 3.5798, -5.8065], [6.7083, 3.8772, -4.0749], [7.1227, 5.9621, -5.1957], [5.6000, 6.0544, -4.2873], [4.5387, 5.4639, -6.4560], [4.6983, 7.5296, -7.5310], [6.0889, 7.9354, -6.5393], [4.1729, 9.1117, -5.7528], [4.5632, 7.9604, -4.4957], [3.1636, 6.2951, -4.0179], [2.6853, 5.5390, -5.5699], [1.5068, 6.4428, -4.6290]],
  "smiles": "NC(=O)CCc1ccc2c(c1)C(=O)C=CC2=O.COCCNCCOC.COCCNCCOC.COCCNCCOC",
  "relative_energy_kcal_mol": 96.48,
  "spin_multiplicity": 1,
  "lumo_ha": -0.03143,
  "energy_ev": -57438.59072,
  "gap_ev": 7.6,
  "e_homo_ev": -8.48,
  "fmax_ev_per_a": 1.77
}

***

{
  "formula": "C31H57BN11PbS3",
  "method": "the ωB97M-V functional and the def2-TZVPD basis",
  "elements": ["Pb", "N", "C", "C", "N", "C", "C", "N", "H", "H", "H", "H", "H", "H", "H", "H", "H", "H", "H", "H", "H", "C", "C", "C", "C", "N", "C", "C", "N", "B", "N", "C", "C", "N", "C", "S", "C", "C", "C", "C", "N", "C", "C", "N", "C", "S", "C", "C", "C", "C", "C", "S", "H", "H", "H", "H", "H", "H", "H", "H", "H", "H", "H", "H", "H", "H", "H", "H", "H", "H", "H", "H", "H", "H", "H", "H", "H", "H", "H", "H", "H", "H", "H", "H", "H", "H", "N", "C", "N", "C", "C", "C", "C", "C", "H", "H", "H", "H", "H", "H", "H", "H", "H", "H"],
  "xyz": [[-0.7139, -0.4115, 0.2553], [-0.8605, -1.1081, 2.7487], [-1.4393, -2.4427, 2.9504], [-2.6618, -2.5765, 2.0626], [-2.2633, -2.4422, 0.6564], [-3.3861, -2.4877, -0.2874], [-3.9214, -1.0907, -0.5639], [-2.8470, -0.3001, -1.1724], [0.0507, -1.0444, 3.1910], [-1.4570, -0.4078, 3.1837], [-1.7153, -2.6268, 3.9898], [-0.6928, -3.1862, 2.6623], [-3.3886, -1.7954, 2.2990], [-3.1391, -3.5428, 2.2457], [-1.5952, -3.1751, 0.4368], [-4.1957, -3.1120, 0.0968], [-3.0383, -2.9224, -1.2264], [-4.2176, -0.6033, 0.3674], [-4.8010, -1.1654, -1.2051], [-3.1246, 0.6701, -1.2912], [-2.6311, -0.6595, -2.1006], [4.1555, 0.6459, -4.0441], [2.6824, 0.6507, -3.6473], [2.2454, -0.8016, -3.4300], [1.8714, 1.3411, -4.7470], [2.5378, 1.4392, -2.3721], [3.5753, 2.0984, -1.7760], [3.0780, 2.7983, -0.7244], [1.7326, 2.5869, -0.6743], [0.8846, 3.3261, 0.3899], [-0.6019, 3.4574, -0.0427], [-0.9128, 4.3148, -1.0586], [-2.2606, 4.3901, -1.1448], [-2.7992, 3.5804, -0.1782], [-1.7595, 2.9839, 0.4819], [-1.8010, 1.7361, 1.6565], [-4.2918, 3.6496, 0.0646], [-4.9909, 3.2309, -1.2349], [-4.7875, 2.7825, 1.2132], [-4.6243, 5.1090, 0.3954], [1.0833, 2.7008, 1.7959], [0.9080, 3.4824, 2.9013], [1.3215, 2.7815, 3.9801], [1.7645, 1.5548, 3.5514], [1.5819, 1.5015, 2.1959], [1.8684, 0.1926, 1.1183], [2.4124, 0.6484, 4.5771], [1.3707, 0.3954, 5.6742], [3.6106, 1.4144, 5.1458], [2.9343, -0.6813, 4.0465], [1.3996, 1.7459, -1.6822], [-0.1843, 1.1718, -1.9771], [4.2573, 0.0740, -4.9641], [4.7773, 0.1688, -3.2846], [4.5315, 1.6492, -4.2455], [2.5370, -1.3836, -4.3044], [1.1715, -0.8908, -3.3046], [2.7449, -1.2175, -2.5517], [1.9925, 0.7913, -5.6798], [2.2285, 2.3593, -4.9062], [0.8107, 1.3737, -4.5072], [4.5920, 2.0327, -2.1156], [3.5876, 3.4430, -0.0287], [1.3042, 4.4429, 0.4549], [-0.1584, 4.8319, -1.6271], [-2.8652, 4.9644, -1.8237], [-4.5409, 2.3325, -1.6624], [-4.9589, 4.0203, -1.9856], [-6.0378, 3.0178, -1.0260], [-4.6885, 1.7199, 1.0017], [-5.8461, 3.0009, 1.3506], [-4.2829, 3.0123, 2.1490], [-4.2471, 5.7983, -0.3578], [-4.2150, 5.3919, 1.3659], [-5.7067, 5.2258, 0.4356], [0.5237, 4.4865, 2.8419], [1.3565, 3.0871, 5.0101], [1.2066, 1.2794, 6.2895], [1.7198, -0.3992, 6.3317], [0.4093, 0.0963, 5.2514], [3.3226, 2.3661, 5.5905], [4.3539, 1.6023, 4.3700], [4.0783, 0.8135, 5.9248], [2.1560, -1.3293, 3.6515], [3.4042, -1.2008, 4.8810], [3.6918, -0.5399, 3.2794], [0.3567, -2.2506, -0.7778], [0.8677, -3.1424, -1.3310], [1.4359, -4.1047, -1.9633], [1.0806, -4.4286, -3.3614], [0.4823, -5.8304, -3.4223], [1.4480, -6.8484, -2.8112], [1.8202, -6.4587, -1.3785], [2.3845, -5.0418, -1.3276], [2.0023, -4.3942, -3.9469], [0.3955, -3.6731, -3.7440], [0.2729, -6.0741, -4.4640], [-0.4673, -5.8448, -2.8795], [2.3509, -6.9117, -3.4245], [0.9882, -7.8357, -2.8121], [2.5707, -7.1416, -0.9802], [0.9384, -6.5236, -0.7348], [3.3178, -4.9930, -1.8928], [2.5792, -4.7206, -0.3056]],
  "total_charge": 3,
  "relative_energy_kcal_mol": 1.26,
  "spin_multiplicity": 1,
  "lumo_ha": -0.38248,
  "energy_ev": -87874.87895,
  "gap_ev": 5.1,
  "e_homo_ev": -15.55,
  "fmax_ev_per_a": 1.43
}